[1]
Computed, not measured: a molecular structure, C30H19Br4N2O4S3Se2Te3Y, with ωB97M-V/def2-TZVPD.

Each line ends with the Löwdin charge.
Atoms and positions in Å:
1 Y -0.72174 0.82356 -0.32155  1.0651
2 Br 6.34854 0.47246 -1.57501  0.6650
3 C 4.67919 0.75141 -0.72703  -0.7737
4 C 4.59817 0.91562 0.64007  -0.7686
5 Br 6.16428 0.88744 1.70910  0.6651
6 C 3.34599 1.06803 1.25413  -0.6456
7 Br 3.14790 1.11623 3.13465  0.7504
8 C 2.16689 1.11896 0.51636  -0.4364
9 O 0.97800 1.25415 1.02823  -0.2457
10 C 2.25375 0.91718 -0.90417  -0.4255
11 O 1.12132 0.85680 -1.55436  -0.3504
12 C 3.50029 0.73786 -1.48890  -0.6389
13 Br 3.51666 0.40586 -3.35132  0.7255
14 Se -2.83509 -1.18342 -0.12393  -0.3729
15 Te -5.21029 -0.60458 -0.85648  -0.0304
16 Te -2.30441 -2.13783 3.67031  -0.1423
17 Se -2.15540 -0.30935 1.91656  -0.3731
18 S 0.47045 -2.21373 0.37330  0.5900
19 C 2.13659 -2.28175 0.36680  -0.7486
20 N 2.81035 -2.17409 1.55709  0.0628
21 C 4.14907 -2.25801 1.70794  -0.1090
22 C 4.94995 -2.47853 0.63271  -0.0934
23 C 4.33082 -2.57160 -0.63267  -0.0715
24 C 2.97706 -2.47669 -0.76404  -0.0859
25 H 2.22415 -1.96493 2.35806  0.1362
26 H 4.51197 -2.10450 2.71440  0.1208
27 H 6.02208 -2.51268 0.74674  0.0981
28 H 4.94414 -2.69190 -1.51696  0.1061
29 H 2.49211 -2.52443 -1.72829  0.0910
30 O 0.70370 5.05713 0.01432  -0.2853
31 S 0.03914 4.51042 -1.13722  0.6307
32 O 0.84722 4.21571 -2.28739  -0.2895
33 N -0.93915 3.25482 -0.72548  -0.2127
34 C -2.23297 3.60854 -0.65221  -0.8380
35 S -3.38466 2.55569 -0.10143  0.6361
36 C -2.47517 4.96781 -1.19365  -0.2356
37 C -3.69210 5.60302 -1.39880  -0.0243
38 C -3.67995 6.85400 -1.99448  -0.0799
39 C -2.47993 7.46031 -2.37245  -0.0847
40 C -1.26321 6.82804 -2.15607  -0.0380
41 C -1.29949 5.57975 -1.56549  -0.2221
42 H -4.61128 5.10853 -1.11244  0.1069
43 H -4.61488 7.36861 -2.17872  0.0972
44 H -2.49880 8.43577 -2.84260  0.0959
45 H -0.32718 7.28731 -2.44437  0.1176
46 Te -0.22694 -1.09320 -3.38008  1.3598
47 C -1.89576 -2.14915 -4.13635  -0.5433
48 C -2.66522 -2.94180 -3.29570  -0.1599
49 C -3.79176 -3.59423 -3.78502  -0.0883
50 C -4.14951 -3.46132 -5.11579  -0.1017
51 C -3.37775 -2.67433 -5.96529  -0.1058
52 C -2.25583 -2.02526 -5.47834  -0.1519
53 C -1.18796 0.78523 -3.58609  -0.5440
54 C -0.48471 1.88859 -4.06842  -0.1476
55 C -1.14968 3.08063 -4.29563  -0.0992
56 C -2.51278 3.18791 -4.03737  -0.0954
57 C -3.20669 2.10102 -3.53242  -0.1023
58 C -2.54894 0.89684 -3.30654  -0.1843
59 H -2.41004 -3.03107 -2.24605  0.0527
60 H -4.40405 -4.17291 -3.10610  0.1039
61 H -5.03804 -3.95501 -5.49028  0.0925
62 H -3.65746 -2.56127 -7.00623  0.0916
63 H -1.66150 -1.40406 -6.13804  0.0898
64 H 0.58289 1.82082 -4.23402  0.0868
65 H -0.59065 3.93900 -4.64497  0.1016
66 H -3.02118 4.13077 -4.20546  0.0998
67 H -4.25736 2.16774 -3.27751  0.0975
68 H -3.11914 0.05994 -2.91520  0.0091

Force components x, y, z for each atom (eV/Å):
0.4 0.3 0.0
0.0 0.0 0.0
0.0 0.0 -0.1
0.1 0.0 0.1
0.0 0.0 0.0
-0.1 0.1 0.1
0.0 0.0 0.0
0.1 -0.1 -0.1
-0.1 -0.1 -0.1
0.1 0.0 0.0
-0.2 0.0 -0.1
-0.1 0.1 0.0
0.0 0.0 0.0
-0.3 -0.5 -0.6
0.1 0.0 0.1
0.2 0.0 -0.1
-0.4 0.3 0.8
-0.2 0.0 -0.1
0.2 0.1 0.2
-0.2 0.0 0.0
0.1 0.0 0.0
-0.1 0.0 0.2
-0.1 0.0 -0.1
0.1 0.0 -0.1
0.0 0.0 0.0
0.0 0.0 0.0
0.0 0.0 0.0
0.0 0.0 0.0
0.0 0.0 0.0
0.0 -0.1 0.0
0.2 0.0 0.0
0.0 0.0 0.0
0.2 -0.1 0.1
0.3 -0.3 0.0
0.1 0.0 0.0
-0.4 0.2 0.0
0.1 -0.1 0.0
0.0 0.1 0.0
-0.1 0.0 0.0
-0.1 0.0 0.0
0.0 0.1 0.0
0.0 0.0 0.0
0.0 0.0 0.0
0.0 0.0 0.0
0.0 0.0 0.0
0.0 0.1 0.1
0.0 0.0 -0.1
0.0 0.0 0.1
0.0 0.0 0.0
0.0 0.0 0.0
-0.1 -0.1 0.0
0.0 0.0 0.0
-0.1 0.0 -0.1
0.1 0.0 0.0
0.0 0.0 0.0
0.0 0.0 0.0
0.0 0.0 0.0
0.1 0.0 0.0
0.0 0.0 0.0
0.0 0.0 0.0
0.0 0.0 0.0
0.0 0.0 0.0
0.0 0.0 0.0
0.0 0.0 0.0
0.0 0.0 0.0
0.0 0.0 0.0
0.0 0.0 0.0
0.0 0.0 0.0

The value obtained for the molecular weight is 1516.94 g mol⁻¹. The multiplicity is 1. The HOMO-LUMO gap comes out at 5.1 eV. The charge is -2.



[2]
Computed, not measured: a molecular structure, C29H32BrO4RhS in a non-equilibrium geometry, with ωB97M-V/def2-TZVPD.

Each line ends with the Löwdin charge.
Atoms and positions in Å:
1 Rh 0.56141 1.90605 -0.86564  0.7713
2 C -0.32301 -6.16885 -1.45350  -0.0687
3 C -0.87118 -4.97633 -2.23743  -0.5623
4 C -0.39435 -5.09236 -3.69096  -0.0485
5 C -2.40447 -5.04200 -2.19171  -0.0507
6 C -0.40156 -3.63881 -1.65208  -0.1747
7 C -0.84650 -2.44797 -2.21348  -0.0928
8 C -0.42991 -1.25990 -1.66282  -0.5342
9 Br -1.08650 0.37007 -2.42165  0.8575
10 C 0.42983 -1.13344 -0.55808  -0.3713
11 O 0.74941 0.06827 -0.09863  -0.3036
12 C 0.89191 -2.33215 0.00731  -0.0789
13 C 0.45308 -3.53562 -0.56197  0.0153
14 C 1.82550 -2.43160 1.23506  -0.5255
15 C 3.06664 -3.25802 0.85496  -0.0489
16 C 2.32813 -1.09821 1.79993  -0.0599
17 C 1.06560 -3.14899 2.36490  -0.0448
18 H -0.69428 -7.09489 -1.90039  0.0854
19 H -0.64956 -6.14656 -0.40944  0.0880
20 H 0.77020 -6.20071 -1.48053  0.0874
21 H -0.72316 -6.04313 -4.12474  0.0849
22 H 0.69731 -5.05458 -3.73746  0.0909
23 H -0.78869 -4.28225 -4.31087  0.0786
24 H -2.75647 -5.99884 -2.59262  0.0847
25 H -2.86286 -4.24105 -2.77785  0.0764
26 H -2.75708 -4.95209 -1.16056  0.0904
27 H -1.51007 -2.43938 -3.07280  0.1046
28 H 0.81268 -4.45237 -0.10998  0.0910
29 H 3.61634 -2.77148 0.04413  0.0932
30 H 2.80895 -4.26898 0.53100  0.0731
31 H 3.73276 -3.34332 1.71990  0.0847
32 H 2.88985 -0.52574 1.06263  0.0889
33 H 2.99226 -1.31634 2.64341  0.0854
34 H 1.51046 -0.47390 2.15777  0.0624
35 H 0.75179 -4.15443 2.07236  0.0763
36 H 0.17157 -2.58083 2.64195  0.0819
37 H 1.70754 -3.23775 3.24848  0.0856
38 C -3.38584 -0.44472 3.18416  -0.0390
39 C -2.37126 0.54249 2.66759  -0.2510
40 C -2.62975 1.31166 1.54151  -0.0206
41 C -1.72814 2.27548 1.10949  -0.0695
42 C -0.54576 2.45179 1.81416  -0.3058
43 C -0.25103 1.67423 2.93362  -0.0492
44 C -1.15871 0.72066 3.34076  -0.0250
45 S 0.58149 3.73597 1.42848  0.6475
46 O 0.76831 4.55408 2.57474  -0.2176
47 O -0.22697 4.54681 0.34375  -0.2180
48 O 1.76715 3.14061 0.82084  -0.2977
49 H -4.24251 -0.51810 2.51608  0.0766
50 H -3.74804 -0.13583 4.16626  0.0866
51 H -2.94605 -1.43785 3.29486  0.0818
52 H -3.55640 1.16900 0.99722  0.1191
53 H -1.95787 2.89466 0.25487  0.1108
54 H 0.68367 1.82360 3.46535  0.1302
55 H -0.93236 0.10562 4.20553  0.1238
56 C 0.62362 3.68180 -1.59507  0.0256
57 C 0.39360 4.80218 -0.92151  -0.3560
58 C 0.63231 6.23834 -1.17427  -0.1830
59 C -0.26753 7.20730 -0.73241  -0.0238
60 C 0.01773 8.55361 -0.90545  -0.0748
61 C 1.20117 8.94320 -1.52352  -0.0870
62 C 2.08186 7.98042 -1.99515  -0.0781
63 C 1.79726 6.63227 -1.82568  -0.0265
64 H -1.18424 6.90001 -0.24501  0.1176
65 H -0.68324 9.30103 -0.55285  0.1042
66 H 1.44146 9.99481 -1.62720  0.1023
67 H 3.00190 8.27842 -2.48340  0.1041
68 H 2.49062 5.87494 -2.17632  0.1190

Force components x, y, z for each atom (eV/Å):
0.9 0.8 -2.7
0.0 0.0 0.0
0.0 0.1 0.1
0.0 0.0 -0.1
0.0 0.0 0.0
0.0 -0.2 0.0
-0.1 0.1 -0.1
0.0 -0.1 0.0
0.5 0.5 0.3
-0.4 0.9 0.0
0.3 -0.7 0.6
0.1 -0.4 0.2
0.1 0.0 0.1
-0.1 -0.1 -0.1
0.0 0.0 0.0
0.0 0.0 0.0
0.0 0.0 0.0
0.0 0.0 0.0
0.0 0.0 -0.1
-0.1 0.0 0.0
0.0 0.1 0.0
-0.1 0.0 0.0
0.0 -0.1 0.1
0.0 0.1 0.0
0.0 -0.1 0.0
0.0 0.0 -0.1
0.1 0.0 0.1
0.0 0.1 0.0
0.0 0.0 0.1
0.0 0.1 0.0
0.0 0.0 -0.1
0.0 0.0 0.0
0.0 0.0 0.0
0.0 0.0 0.0
0.0 0.1 0.0
0.1 0.0 0.0
-0.1 0.0 -0.1
0.1 0.0 -0.1
0.0 -0.1 0.0
0.0 0.0 0.0
0.0 0.0 0.1
-0.4 0.1 0.2
0.2 0.1 -0.1
0.0 -0.1 0.0
0.5 -0.4 0.4
0.1 0.1 0.0
-0.3 0.5 -0.1
-0.6 -0.2 -0.3
0.0 0.0 0.0
0.0 0.0 0.0
0.0 0.0 0.0
0.0 0.0 0.0
0.0 0.0 0.0
-0.1 0.0 0.0
0.0 0.0 0.0
-1.1 -1.5 2.3
0.2 0.5 -0.9
0.2 -0.2 0.0
0.0 0.0 0.0
0.0 0.0 0.0
-0.1 0.0 0.0
0.0 -0.1 -0.1
0.1 0.0 -0.1
0.0 0.0 0.0
0.0 0.0 0.0
0.0 -0.1 0.0
0.0 0.0 0.0
0.0 0.1 0.1

The value obtained for the molecular weight is 659.45 g mol⁻¹. The multiplicity is 1. The HOMO-LUMO gap (spin up / spin down) comes out at 6.2 / 6.0 eV.



Calculated E_tot (a.u.), listed in the same order as above: -18701.26208, -4507.81685